# 1
Formula: C6H12O
Source: the Open Molecules 2025 dataset
Level of theory: ωB97M-V/def2-TZVPD

Geometry as XYZ:
```
19
C6H12O | the Open Molecules 2025 dataset | ωB97M-V/def2-TZVPD
C 1.110 2.294 1.309
C 0.456 0.986 1.170
C 0.437 0.146 0.105
C -0.312 -1.007 -0.144
C -1.627 -1.008 0.108
C -2.454 -2.042 -0.529
H 1.333 2.518 2.469
H 0.634 3.171 0.939
H 1.900 2.235 0.661
H -0.236 0.811 2.026
H 1.108 0.429 -0.745
H 0.131 -1.863 -0.567
H -2.264 -0.114 0.552
H -2.252 -3.100 -0.361
H -3.490 -2.025 -0.146
H -2.491 -1.827 -1.516
H 3.021 -0.346 -1.201
H 2.078 0.607 -2.084
O 2.918 0.135 -2.046
```

Summary:
- E_LUMO (eV) = 0.98
- calculated total energy (eV) = -8461.339
- energy relative to the best compared isomer or geometry (same formula, charge and spin) (kcal/mol) = 69.5
- spin multiplicity = 1
- HOMO-LUMO gap (eV) = 9.4913
- HOMO (eV) = -8.5
- SMILES string = C/C=C/C=C/C.O

Results of the natural (NBO) charge analysis, in e, for atoms 1 through 5: atom 1 (C): -0.64, atom 2 (C): -0.16, atom 3 (C): -0.22, atom 4 (C): -0.26, atom 5 (C): -0.13

# 2
Formula: C6H12O
Source: the Open Molecules 2025 dataset
Level of theory: ωB97M-V/def2-TZVPD

Geometry as XYZ:
```
19
C6H12O | the Open Molecules 2025 dataset | ωB97M-V/def2-TZVPD
C -0.476 -2.813 0.388
C 0.490 -1.731 -0.090
O 0.275 -0.475 0.528
C -0.645 0.406 -0.058
C -0.970 1.550 0.842
C -0.217 1.816 -0.431
C 1.254 2.075 -0.547
H -1.515 -2.547 0.163
H -0.391 -2.972 1.469
H -0.251 -3.764 -0.113
H 0.445 -1.632 -1.183
H 1.515 -2.014 0.176
H -1.223 0.048 -0.893
H -0.351 1.531 1.738
H -1.975 1.931 0.993
H -0.848 2.257 -1.208
H 1.529 2.074 -1.611
H 1.575 3.019 -0.099
H 1.777 1.241 -0.064
```

Summary:
- E_LUMO (eV) = 1.15
- calculated total energy (eV) = -8462.422
- energy relative to the best compared isomer or geometry (same formula, charge and spin) (kcal/mol) = 44.5
- spin multiplicity = 1
- HOMO-LUMO gap (eV) = 9.9018
- HOMO (eV) = -8.8
- SMILES string = CCO[C@H]1C[C@H]1C

Results of the natural (NBO) charge analysis, in e, for atoms 1 through 5: atom 1 (C): -0.64, atom 2 (C): -0.05, atom 3 (O): -0.54, atom 4 (C): 0.07, atom 5 (C): -0.44

# 3
Formula: C6H12O
Source: the Open Molecules 2025 dataset
Level of theory: ωB97M-V/def2-TZVPD

Geometry as XYZ:
```
19
C6H12O | the Open Molecules 2025 dataset | ωB97M-V/def2-TZVPD
C 2.433 -0.168 -0.149
C 0.965 -0.064 0.225
O 0.854 -0.369 1.598
C 0.407 1.327 -0.061
C -0.379 1.648 -1.273
C -1.068 1.538 0.051
C -2.390 -1.590 0.431
H 2.575 0.036 -1.215
H 2.805 -1.172 0.074
H 3.018 0.553 0.432
H 0.390 -0.786 -0.380
H -0.059 -0.180 1.859
H 0.985 2.130 0.403
H -0.638 0.845 -1.966
H -0.327 2.627 -1.747
H -2.317 -0.496 0.451
H -1.689 -2.005 -0.301
H -3.407 -1.878 0.152
H -2.159 -1.998 1.419
```

Summary:
- E_LUMO (eV) = -0.61
- calculated total energy (eV) = -8459.499
- energy relative to the best compared isomer or geometry (same formula, charge and spin) (kcal/mol) = 111.9
- spin multiplicity = 1
- HOMO-LUMO gap (eV) = 8.6676
- HOMO (eV) = -9.3

Results of the natural (NBO) charge analysis, in e, for atoms 1 through 5: atom 1 (C): -0.61, atom 2 (C): 0.12, atom 3 (O): -0.71, atom 4 (C): -0.45, atom 5 (C): -0.61

# 4
Formula: C6H12O
Source: the Open Molecules 2025 dataset
Level of theory: ωB97M-V/def2-TZVPD

Geometry as XYZ:
```
19
C6H12O | the Open Molecules 2025 dataset | ωB97M-V/def2-TZVPD
C 3.262 0.147 0.410
C 2.003 -0.015 -0.395
O 0.890 0.615 0.241
C -0.230 -0.228 -0.051
C -1.613 -0.126 0.558
C -2.782 -0.458 -0.369
C -2.569 0.935 0.130
H 4.034 -0.484 -0.047
H 3.608 1.180 0.418
H 3.085 -0.177 1.439
H 1.800 -1.092 -0.457
H 2.164 0.302 -1.443
H -0.357 -0.131 -1.136
H 0.107 -1.223 0.253
H -1.741 -0.559 1.550
H -2.610 -0.660 -1.425
H -3.627 -1.012 0.038
H -2.177 1.650 -0.584
H -3.248 1.335 0.873
```

Summary:
- E_LUMO (eV) = 1.17
- calculated total energy (eV) = -8462.293
- energy relative to the best compared isomer or geometry (same formula, charge and spin) (kcal/mol) = 47.5
- spin multiplicity = 1
- HOMO-LUMO gap (eV) = 10.9270
- HOMO (eV) = -9.8
- SMILES string = CCOCC1CC1

Results of the natural (NBO) charge analysis, in e, for atoms 1 through 5: atom 1 (C): -0.62, atom 2 (C): -0.07, atom 3 (O): -0.54, atom 4 (C): -0.06, atom 5 (C): -0.25

# 5
Formula: C6H12O
Source: the Open Molecules 2025 dataset
Level of theory: ωB97M-V/def2-TZVPD

Geometry as XYZ:
```
19
C6H12O | the Open Molecules 2025 dataset | ωB97M-V/def2-TZVPD
C 2.767 -0.748 0.762
C 1.506 0.110 0.646
C 0.584 -0.288 -0.479
C -0.740 -0.154 -0.483
C -1.533 -0.368 -1.725
C -2.618 -1.136 -1.755
H 3.216 -0.846 -0.228
H 3.420 -0.322 1.519
H 2.504 -1.770 1.050
H 0.876 -0.009 1.523
H 1.762 1.167 0.573
H 1.033 -0.465 -1.451
H -1.327 -0.045 0.420
H -1.201 0.183 -2.604
H -2.879 -1.658 -0.836
H -3.341 -1.179 -2.561
H -1.442 2.680 1.145
H -1.387 1.986 2.421
O -1.200 2.862 2.062
```

Summary:
- E_LUMO (eV) = 0.87
- calculated total energy (eV) = -8462.545
- energy relative to the best compared isomer or geometry (same formula, charge and spin) (kcal/mol) = 41.7
- spin multiplicity = 1
- HOMO-LUMO gap (eV) = 9.9693
- HOMO (eV) = -9.1
- SMILES string = C=C/C=C/CC.O

Results of the natural (NBO) charge analysis, in e, for atoms 1 through 5: atom 1 (C): -0.60, atom 2 (C): -0.43, atom 3 (C): -0.13, atom 4 (C): -0.25, atom 5 (C): -0.21

# 6
Formula: C6H12O
Source: the Open Molecules 2025 dataset
Level of theory: ωB97M-V/def2-TZVPD

Geometry as XYZ:
```
19
C6H12O | the Open Molecules 2025 dataset | ωB97M-V/def2-TZVPD
C -1.938 -1.107 -0.516
C -0.813 -0.078 -0.305
C -1.391 1.166 0.367
C 0.340 -0.735 0.444
O 1.216 -1.473 -0.407
C 1.780 -0.434 0.382
C 2.411 0.805 -0.197
H -2.726 -0.683 -1.152
H -1.580 -2.026 -0.991
H -2.407 -1.378 0.440
H -0.425 0.199 -1.293
H -1.780 0.936 1.367
H -2.232 1.544 -0.227
H -0.654 1.970 0.459
H 0.058 -1.235 1.374
H 2.378 -0.862 1.193
H 1.705 1.428 -0.752
H 3.268 0.574 -0.838
H 2.788 1.389 0.652
```

Summary:
- E_LUMO (eV) = 1.11
- calculated total energy (eV) = -8463.083
- energy relative to the best compared isomer or geometry (same formula, charge and spin) (kcal/mol) = 29.3
- spin multiplicity = 1
- HOMO-LUMO gap (eV) = 11.0388
- HOMO (eV) = -9.9
- SMILES string = CC(C)[C@H]1O[C@H]1C

Results of the natural (NBO) charge analysis, in e, for atoms 1 through 5: atom 1 (C): -0.60, atom 2 (C): -0.25, atom 3 (C): -0.60, atom 4 (C): 0.07, atom 5 (O): -0.50

# 7
Formula: C6H12O
Source: the Open Molecules 2025 dataset
Level of theory: ωB97M-V/def2-TZVPD

Geometry as XYZ:
```
19
C6H12O | the Open Molecules 2025 dataset | ωB97M-V/def2-TZVPD
C -0.750 0.240 -1.936
C -0.534 -0.622 -0.706
O 0.490 -1.660 -0.662
C 0.538 -1.425 0.826
C 0.068 0.007 0.550
C -0.854 0.807 1.453
C 1.430 0.562 0.099
H -1.062 -0.348 -2.801
H -1.570 0.936 -1.702
H 0.121 0.843 -2.209
H -1.473 -1.136 -0.462
H 1.508 -1.471 1.358
H -0.144 -2.159 1.244
H -1.785 0.256 1.649
H -1.131 1.753 0.969
H -0.405 1.056 2.420
H 1.721 -0.307 -0.561
H 2.094 0.727 0.961
H 1.410 1.456 -0.525
```

Summary:
- E_LUMO (eV) = 0.97
- calculated total energy (eV) = -8462.359
- energy relative to the best compared isomer or geometry (same formula, charge and spin) (kcal/mol) = 46.0
- spin multiplicity = 1
- HOMO-LUMO gap (eV) = 10.5354
- HOMO (eV) = -9.6

Results of the natural (NBO) charge analysis, in e, for atoms 1 through 5: atom 1 (C): -0.64, atom 2 (C): 0.10, atom 3 (O): -0.55, atom 4 (C): -0.08, atom 5 (C): -0.09

# 8
Formula: C6H12O
Source: the Open Molecules 2025 dataset
Level of theory: ωB97M-V/def2-TZVPD

Geometry as XYZ:
```
19
C6H12O | the Open Molecules 2025 dataset | ωB97M-V/def2-TZVPD
C -1.883 1.431 -0.295
C -0.755 0.751 0.461
O -1.164 0.666 1.819
C -0.455 -0.628 -0.087
C 0.289 -0.814 -1.378
C 0.932 -1.230 -0.085
C 2.149 -0.487 0.423
H -1.591 1.606 -1.335
H -2.124 2.392 0.171
H -2.782 0.807 -0.281
H 0.146 1.382 0.381
H -0.504 0.137 2.286
H -1.272 -1.324 0.099
H 0.687 0.079 -1.859
H -0.060 -1.575 -2.070
H 0.962 -2.303 0.103
H 2.143 0.562 0.109
H 3.062 -0.940 0.021
H 2.219 -0.511 1.517
```

Summary:
- E_LUMO (eV) = 1.00
- calculated total energy (eV) = -8463.361
- energy relative to the best compared isomer or geometry (same formula, charge and spin) (kcal/mol) = 22.9
- spin multiplicity = 1
- HOMO-LUMO gap (eV) = 11.0518
- HOMO (eV) = -10.1
- SMILES string = C[C@@H]1C[C@@H]1[C@@H](C)O

Results of the natural (NBO) charge analysis, in e, for atoms 1 through 5: atom 1 (C): -0.61, atom 2 (C): 0.10, atom 3 (O): -0.72, atom 4 (C): -0.25, atom 5 (C): -0.42